C29H44BrMnN3P2 | ωB97M-V/def2-TZVPD

```
80
Properties=species:S:1:pos:R:3
C -2.660 -3.883 2.912
C -1.584 -3.890 2.004
C -1.641 -4.770 0.900
C -2.593 -5.780 0.945
N -3.509 -5.854 1.888
C -3.561 -4.937 2.833
C -0.593 -2.853 2.058
C 0.271 -1.957 2.160
C 1.441 -1.071 2.086
C 1.516 0.330 1.499
C 2.813 0.746 0.895
C 3.900 -0.082 1.141
C 3.872 -1.072 2.140
C 2.619 -1.491 2.713
Mn 1.235 0.935 -0.548
P -1.237 -0.122 -0.662
H -1.010 -4.697 0.035
H -2.830 -3.109 3.632
H -2.592 -6.575 0.208
H -4.331 -5.077 3.579
H 2.602 -2.189 3.571
H 1.015 1.060 2.175
H 4.844 -1.535 2.427
H 3.037 1.718 0.438
C -2.050 1.074 -1.844
C -3.443 0.743 -2.393
H -1.337 1.200 -2.684
H -2.070 2.019 -1.261
H -3.748 1.576 -3.047
H -3.486 -0.159 -3.023
H -4.211 0.656 -1.606
C -1.692 -1.794 -1.359
C -3.076 -2.431 -1.206
H -0.942 -2.465 -0.912
H -1.462 -1.695 -2.433
H -3.146 -3.259 -1.928
H -3.226 -2.896 -0.222
H -3.923 -1.759 -1.413
C -2.250 0.013 0.888
C -3.781 0.117 0.801
H -1.834 0.914 1.382
H -1.920 -0.862 1.475
H -4.165 0.115 1.827
H -4.133 1.060 0.364
H -4.262 -0.729 0.283
Br 5.436 0.310 0.006
P 1.747 -0.387 -2.712
C 0.517 -0.694 -4.035
C 0.929 -0.205 -5.418
H -0.417 -0.195 -3.712
H 0.331 -1.784 -4.054
H 0.080 -0.332 -6.099
H 1.164 0.864 -5.435
H 1.764 -0.778 -5.846
C 2.578 1.250 -2.960
C 3.927 1.179 -3.667
H 2.726 1.720 -1.949
H 1.890 1.899 -3.533
H 4.387 2.176 -3.693
H 4.651 0.550 -3.134
H 3.854 0.848 -4.712
C 2.896 -1.799 -2.540
C 3.291 -2.415 -3.880
H 2.352 -2.540 -1.927
H 3.775 -1.493 -1.945
H 3.925 -3.291 -3.706
H 2.420 -2.785 -4.436
H 3.854 -1.719 -4.518
C 0.989 5.080 3.374
N 0.381 4.336 2.254
C 0.146 4.832 0.959
C -0.084 3.725 0.171
N 0.069 2.581 0.948
C 0.217 2.990 2.242
H 1.754 5.748 2.951
H 0.232 5.657 3.922
H 1.460 4.372 4.068
H 0.208 5.888 0.693
H -0.281 3.701 -0.895
H 0.380 2.396 3.165
```

Computed properties:
⟨S²⟩: 8.83
Charge: +2
Maximum force (eV/Å): 3.8
Gap between HOMO and LUMO (spin up / spin down) (eV): 6.7652 / 6.6059
2S+1: 6